# 1
{
  "formula": "C26H26N2PdS",
  "method": "ωB97M-V with the def2-TZVPD basis set",
  "elements": ["Pd", "S", "N", "N", "C", "C", "C", "C", "C", "C", "C", "C", "C", "C", "C", "C", "C", "C", "C", "C", "C", "C", "C", "C", "C", "C", "C", "C", "C", "C", "H", "H", "H", "H", "H", "H", "H", "H", "H", "H", "H", "H", "H", "H", "H", "H", "H", "H", "H", "H", "H", "H", "H", "H", "H", "H"],
  "positions_angstrom": [[0.77127, 1.01791, 0.09347], [-0.04215, 5.55600, 0.90350], [3.38457, 0.91349, -1.26789], [-1.77844, 2.27846, -0.58315], [-3.97938, 3.94384, -0.41692], [1.61499, 5.21979, 1.16779], [0.96131, -1.05866, -0.19423], [-0.21807, -1.86296, -0.21865], [-1.40615, -1.27655, 0.53698], [-2.81864, -1.89599, 0.51796], [4.35419, -2.23728, 0.32644], [2.13155, -1.73793, -0.62100], [0.88309, -3.67923, -1.37413], [5.69477, -2.02209, 0.64126], [-2.75723, 4.35362, 0.07948], [1.91698, 3.91995, 0.91232], [3.54523, -1.30032, -0.30692], [2.07441, -2.99145, -1.25122], [-4.09482, 2.69397, -1.02221], [-2.86374, -3.21763, 1.29368], [-1.64796, 3.49253, -0.02799], [-3.73890, -0.90941, 1.24764], [-0.30549, 3.87483, 0.43124], [-2.94872, 1.90825, -1.07413], [-0.25651, -3.12833, -0.79343], [-3.38209, -2.08980, -0.89277], [4.12829, -0.04548, -0.63076], [6.25403, -0.79665, 0.31313], [5.47936, 0.16985, -0.30417], [0.81671, 3.07177, 0.47553], [3.79923, 1.83799, -1.22234], [5.90949, 1.13662, -0.54737], [-2.58605, -3.04513, 2.33603], [3.89748, -3.18447, 0.59196], [-1.16770, -3.71192, -0.80980], [-3.87404, -3.64114, 1.27911], [-2.96837, 0.92649, -1.54060], [2.27936, 6.00470, 1.49866], [-5.02994, 2.33588, -1.43505], [0.84274, -4.63983, -1.87917], [-2.83428, -2.82745, -1.47215], [-2.64758, 5.32465, 0.54441], [-3.34648, -1.15098, -1.44827], [-1.47270, -0.21820, 0.24937], [-1.09701, -1.23779, 1.58970], [-4.84193, 4.59857, -0.32982], [7.29186, -0.58061, 0.55079], [6.27304, -2.78957, 1.14302], [2.98978, -3.42812, -1.64091], [-3.81331, 0.03334, 0.70743], [-3.34744, -0.68572, 2.24181], [-2.17509, -3.95799, 0.89006], [-4.74707, -1.32351, 1.36017], [2.40058, 0.93367, -0.83244], [-4.42889, -2.40779, -0.83613], [2.92185, 3.53384, 1.05067]],
  "atomic_forces_ev_per_a": [[0.2, 0.0, 0.7], [0.0, 0.1, 0.0], [0.0, 0.0, 0.0], [-0.1, 0.0, -0.2], [0.0, 0.0, 0.0], [0.1, 0.0, 0.0], [0.1, 0.1, -0.2], [-0.1, -0.1, 0.1], [0.0, 0.1, -0.1], [0.0, 0.0, 0.0], [0.0, -0.1, 0.1], [0.2, -0.1, 0.0], [0.0, 0.0, 0.0], [-0.1, 0.1, 0.0], [-0.2, -0.2, -0.1], [0.0, -0.3, 0.0], [-0.2, 0.2, -0.1], [0.0, -0.1, 0.0], [0.0, 0.0, 0.0], [0.0, 0.0, 0.0], [0.6, 0.1, 0.2], [0.0, 0.0, 0.0], [-0.6, -0.2, -0.3], [-0.1, 0.3, 0.1], [0.0, 0.0, 0.0], [0.0, 0.1, 0.0], [0.2, -0.2, 0.1], [0.1, 0.0, 0.0], [-0.2, 0.0, -0.1], [-0.2, 0.2, 0.0], [-0.1, -0.1, 0.1], [0.0, 0.0, 0.0], [0.0, 0.0, 0.0], [0.0, 0.0, 0.0], [0.0, 0.0, 0.0], [0.0, 0.0, 0.0], [0.0, 0.0, 0.0], [0.0, 0.0, 0.0], [0.0, 0.0, 0.0], [0.0, 0.0, 0.0], [0.0, 0.0, 0.0], [0.0, 0.0, 0.0], [0.0, 0.0, 0.0], [0.0, -0.1, 0.0], [0.0, 0.1, 0.0], [0.0, 0.0, 0.0], [0.0, 0.0, 0.0], [0.0, 0.0, 0.0], [0.0, 0.0, 0.0], [0.0, 0.1, 0.0], [0.0, 0.0, 0.0], [0.0, 0.0, 0.0], [0.0, 0.0, 0.0], [0.2, 0.2, -0.5], [0.0, 0.0, 0.0], [0.0, 0.0, 0.0]],
  "lowdin_charge": [0.3314, 0.8666, 0.0687, 0.0999, -0.1162, -0.5041, -0.1452, -0.2441, -0.1527, -0.5969, -0.0768, -0.2169, -0.1397, -0.1469, -0.0746, -0.2555, -0.1328, -0.1116, -0.1108, -0.0702, -0.3073, -0.0736, -0.5440, -0.1780, -0.1052, -0.0569, -0.3036, -0.1563, -0.0733, -0.2811, 0.0630, 0.0873, 0.0789, 0.1020, 0.0622, 0.0696, 0.0844, 0.0317, 0.0789, 0.0721, 0.0606, 0.0633, 0.0636, 0.0649, 0.1101, 0.0867, 0.0771, 0.0718, 0.0925, 0.0609, 0.0827, 0.0605, 0.0724, -0.0299, 0.0723, 0.0683],
  "homo_ev": 0.9,
  "total_charge": -2,
  "molar_mass_g_mol": 505.0
}



# 2
{
  "formula": "C26H26N4O4",
  "method": "ωB97M-V with the def2-TZVPD basis set",
  "elements": ["O", "O", "O", "O", "N", "N", "N", "N", "C", "C", "C", "C", "C", "C", "C", "C", "C", "C", "C", "C", "C", "C", "C", "C", "C", "C", "C", "C", "C", "C", "C", "C", "C", "C", "H", "H", "H", "H", "H", "H", "H", "H", "H", "H", "H", "H", "H", "H", "H", "H", "H", "H", "H", "H", "H", "H", "H", "H", "H", "H"],
  "positions_angstrom": [[6.38580, 0.72758, 0.12794], [-1.17413, 1.45726, 0.52117], [-2.99379, -2.58558, -0.22378], [-4.08660, 2.15733, -0.39958], [-1.24873, -1.37607, -0.98890], [1.01430, 1.63315, 1.00855], [1.51489, -1.45272, 2.14434], [-3.21463, -0.30940, -0.41952], [2.02811, -2.78816, -0.22192], [4.08309, 0.50524, -0.65224], [-7.25121, 0.41759, 0.35968], [0.54580, -1.70871, 1.28619], [-5.46993, -1.16233, 0.07338], [3.32399, 1.82671, 1.68409], [-0.39556, -2.54144, -0.90124], [-6.36622, 1.46299, 0.13283], [0.38244, 0.42568, -0.95220], [-2.54334, -1.49162, -0.51171], [-5.03300, 1.20220, -0.12854], [-0.01845, 1.19125, 0.22324], [0.74114, -2.35258, 0.06568], [-0.71886, -0.24811, -1.72721], [3.04638, -2.54417, 0.68514], [2.73922, -1.85667, 1.84753], [-4.57052, -0.13074, -0.14603], [6.91379, 0.14288, -1.04632], [2.72610, 0.73702, -0.39253], [2.34370, 1.40733, 0.78128], [5.04634, 0.91985, 0.24598], [-6.80510, -0.88735, 0.32384], [1.69066, 0.25466, -1.24612], [4.64726, 1.58383, 1.42055], [6.96186, 1.11793, -2.21890], [-4.42868, 3.50652, -0.22372], [3.50130, -1.61550, 2.57654], [1.97822, -0.30198, -2.12836], [5.41729, 1.89182, 2.10948], [5.96315, 1.44918, -2.49263], [7.42259, 0.63636, -3.07691], [-2.66575, 0.54121, -0.29784], [-4.79769, 3.70003, 0.78852], [4.33751, -0.01814, -1.56017], [0.74614, 2.11271, 1.86013], [2.23008, -3.30882, -1.14852], [-6.73288, 2.47751, 0.15465], [-8.28910, 0.63753, 0.56061], [7.92957, -0.15065, -0.76755], [-0.00286, -2.79562, -1.89401], [-1.03755, -3.36283, -0.56180], [-5.17986, 3.83225, -0.95230], [6.35442, -0.76269, -1.31184], [-1.52387, 0.45782, -1.93795], [3.03176, 2.33299, 2.59143], [7.54927, 1.99094, -1.94648], [-7.49216, -1.70194, 0.49561], [-3.50706, 4.06470, -0.38285], [-5.11272, -2.17793, 0.05534], [4.05621, -2.87138, 0.49024], [-0.44174, -1.37290, 1.57541], [-0.31840, -0.61476, -2.68206]],
  "atomic_forces_ev_per_a": [[0.0, 0.1, 0.2], [-0.4, 0.0, 0.0], [-0.3, -0.2, 0.2], [-0.1, -0.6, 0.0], [0.1, 0.0, -0.1], [-0.3, 0.2, 0.3], [-0.1, 0.2, 0.5], [0.1, 0.5, 0.0], [-0.2, 0.0, 0.2], [0.3, 0.1, 0.1], [-0.1, -0.1, 0.0], [-0.2, -0.3, -0.3], [0.1, -0.1, 0.0], [0.0, 0.0, -0.1], [-0.3, -0.2, 0.1], [0.1, 0.2, 0.0], [0.3, 0.0, -0.4], [0.1, 0.0, -0.2], [0.0, -0.1, 0.0], [0.5, 0.1, 0.0], [0.4, -0.2, 0.1], [0.0, 0.2, 0.1], [0.0, 0.0, 0.1], [0.4, -0.2, -0.1], [-0.2, 0.0, 0.0], [0.2, 0.0, -0.4], [0.0, 0.4, 0.6], [0.5, -0.3, -0.6], [-0.3, 0.0, 0.0], [-0.1, 0.1, 0.0], [-0.6, 0.2, 0.0], [0.0, -0.1, -0.2], [-0.1, -0.2, 0.4], [0.0, 0.3, 0.0], [0.1, 0.0, 0.0], [0.0, -0.1, -0.1], [0.1, 0.1, 0.1], [-0.1, 0.0, -0.1], [0.0, 0.0, -0.1], [0.1, -0.2, 0.0], [0.0, 0.0, 0.0], [0.1, -0.1, -0.1], [-0.1, -0.1, -0.2], [0.0, 0.0, -0.1], [0.0, 0.1, 0.0], [-0.1, 0.0, 0.0], [-0.2, 0.0, -0.1], [0.0, 0.0, 0.1], [0.2, 0.1, -0.2], [0.0, 0.0, 0.1], [0.1, 0.0, 0.1], [0.1, -0.1, -0.1], [0.0, 0.1, 0.1], [0.1, 0.1, 0.0], [-0.1, -0.1, 0.0], [-0.1, 0.0, 0.0], [0.0, 0.0, 0.0], [0.1, 0.0, 0.0], [-0.1, 0.1, -0.1], [0.0, 0.1, 0.1]],
  "lowdin_charge": [-0.0520, 0.0557, 0.0583, -0.0977, -0.0373, 0.1869, 0.0850, 0.1578, -0.0356, 0.0268, -0.1017, -0.0965, -0.0098, -0.0005, -0.0957, -0.0323, -0.1099, -0.4793, -0.2067, -0.4137, -0.1869, -0.0841, -0.0629, -0.1587, -0.1399, -0.2458, -0.1501, -0.1959, -0.2665, -0.0953, 0.0377, 0.0144, -0.0620, -0.0846, 0.1056, 0.1326, 0.1219, 0.0668, 0.0776, 0.0940, 0.0989, 0.1150, 0.1701, 0.1152, 0.1006, 0.0981, 0.1239, 0.1315, 0.1314, 0.0945, 0.1144, 0.1348, 0.1177, 0.0802, 0.0993, 0.0938, 0.0983, 0.1024, 0.1285, 0.1317],
  "homo_ev": -7.6,
  "e_above_lowest_kj_mol": 160.3,
  "molar_mass_g_mol": 458.5,
  "smiles": "CCOc1ccc2[nH]c(=O)c(CN(Cc3cccnc3)C(=O)Nc3ccccc3OC)cc2c1"
}